Entry from OMol25: a gas-phase ion, C4H6NS (charge +1) at a distorted geometry (wB97M-V/def2-TZVPD).

Geometry as XYZ:
```
12
Properties=species:S:1:pos:R:3:forces:R:3:nbo_charge:R:1
C -0.208 0.022 1.266 1.38 0.28 -1.62 0.150
C 1.062 0.429 0.964 -0.33 -0.67 -1.81 -0.657
C -2.096 -0.862 -0.037 -0.21 -1.17 1.58 0.059
C 1.533 0.378 -1.799 0.64 0.53 3.73 -0.538
N -1.091 -0.620 0.647 -0.60 -2.09 -1.57 -0.288
S 2.154 0.598 -0.284 -1.12 -0.49 -1.81 0.840
H -0.555 0.201 2.202 -0.54 0.92 3.13 0.245
H 1.566 0.808 1.746 1.53 1.16 2.97 0.253
H -2.635 -1.827 0.009 0.71 0.34 -0.48 0.233
H -2.529 -0.002 -0.408 -1.51 1.49 -1.50 0.197
H 2.316 0.689 -2.430 0.18 -0.15 -1.73 0.262
H 0.483 0.185 -1.876 -0.13 -0.16 -0.89 0.245
```
Forces are in eV/Å.

LUMO level (spin up / spin down) = -5.67 / -5.67 eV
energy relative to the best compared isomer or geometry (same formula, charge and spin) = 279.5 kJ/mol
max |F| = 0.0743 Eh/bohr
frontier orbital gap (spin up / spin down) = 7.51 / 7.51 eV
total charge = +1

Entry from OMol25: C17H24FN3O3S in the gas phase at a distorted geometry (wB97M-V/def2-TZVPD).

Geometry as XYZ:
```
49
Properties=species:S:1:pos:R:3:forces:R:3:nbo_charge:R:1
C -5.588 -1.487 1.067 0.63 0.13 -0.67 -0.856
H -5.919 -0.532 1.449 -0.06 0.19 0.09 0.235
H -5.119 -2.078 1.842 0.08 -0.08 0.14 0.241
H -6.411 -2.024 0.614 -0.10 -0.06 -0.17 0.244
S -4.339 -1.189 -0.210 -0.68 -0.20 0.81 2.306
O -3.796 -2.456 -0.606 0.25 -0.10 0.19 -0.952
O -4.935 -0.364 -1.225 0.00 0.21 0.16 -0.955
N -3.194 -0.361 0.687 -0.70 -0.63 -0.44 -0.686
C -3.320 1.081 0.651 -0.27 0.69 -0.01 -0.238
C -2.722 1.687 -0.619 0.13 0.04 0.17 -0.406
H -2.745 2.775 -0.536 -0.04 0.01 -0.03 0.217
H -3.341 1.384 -1.465 0.06 0.09 -0.01 0.233
C -1.284 1.215 -0.872 -0.11 0.07 0.01 -0.318
C -0.308 1.824 0.129 -0.05 -0.03 -0.48 0.707
O -0.633 2.138 1.261 -0.29 0.02 0.37 -0.659
N 0.964 2.016 -0.300 0.38 0.08 0.12 -0.444
C 1.521 1.641 -1.584 0.05 -0.03 -0.36 -0.229
H 0.998 0.776 -1.987 0.03 0.06 0.02 0.221
C 3.008 1.281 -1.389 -0.10 0.05 -0.23 -0.212
N 3.219 0.630 -0.123 -0.15 0.13 -0.12 -0.430
C 3.251 -0.736 0.048 0.14 -0.34 -0.04 0.095
C 2.824 -1.678 -0.896 -0.01 -0.13 0.01 0.387
C 2.912 -3.039 -0.689 0.00 0.13 0.01 -0.275
C 3.427 -3.528 0.497 0.01 -0.01 0.00 -0.236
C 3.856 -2.628 1.458 -0.03 -0.09 0.05 -0.201
C 3.776 -1.269 1.236 -0.07 -0.02 -0.09 -0.242
H 4.147 -0.592 1.989 0.05 0.10 0.05 0.216
H 4.269 -2.987 2.389 0.04 -0.02 0.08 0.215
H 3.492 -4.591 0.665 0.01 -0.11 0.01 0.218
H 2.556 -3.700 -1.464 -0.05 -0.04 -0.10 0.230
F 2.270 -1.282 -2.079 0.04 0.06 0.15 -0.353
C 2.957 1.498 1.011 0.03 0.19 0.13 -0.213
H 3.882 1.977 1.358 -0.09 -0.01 0.11 0.188
C 1.936 2.578 0.614 0.02 0.04 0.27 -0.244
H 1.401 2.931 1.496 0.16 0.01 -0.13 0.261
H 2.427 3.429 0.132 -0.02 -0.03 0.05 0.189
H 2.543 0.901 1.826 0.03 0.05 -0.04 0.213
H 3.620 2.189 -1.396 -0.05 -0.05 -0.08 0.191
H 3.351 0.651 -2.207 -0.01 0.12 0.06 0.234
H 1.431 2.471 -2.299 0.02 -0.08 -0.03 0.191
H -1.002 1.538 -1.879 0.01 -0.06 0.08 0.223
C -1.231 -0.320 -0.791 0.04 0.05 0.17 -0.414
C -1.829 -0.810 0.526 0.50 -0.50 -0.23 -0.234
H -1.844 -1.900 0.549 0.24 0.09 0.07 0.237
H -1.254 -0.433 1.376 -0.08 -0.06 -0.01 0.214
H -0.208 -0.689 -0.882 0.05 -0.04 -0.07 0.217
H -1.824 -0.739 -1.608 0.10 -0.02 -0.07 0.224
H -4.383 1.319 0.704 0.03 0.18 0.08 0.209
H -2.809 1.481 1.530 -0.17 -0.08 -0.09 0.240
```
Forces are in eV/Å.

LUMO level = 0.71 eV
SMILES = CS(=O)(=O)N1CCC(C(=O)N2CCN(c3ccccc3F)CC2)CC1
energy relative to the best compared isomer or geometry (same formula, charge and spin) = 46.3 kJ/mol
max |F| = 0.0210 Eh/bohr
frontier orbital gap = 8.70 eV

Entry from OMol25: C12H17NS in the gas phase at a distorted geometry (wB97M-V/def2-TZVPD).

Geometry as XYZ:
```
31
Properties=species:S:1:pos:R:3:forces:R:3:nbo_charge:R:1
C 1.843 -1.116 -2.519 2.83 -1.12 -0.43 -0.416
C 0.374 -0.347 -0.622 1.90 -2.17 1.12 0.096
C 0.059 -1.767 -0.040 2.39 -0.04 1.93 -0.406
C 0.173 -1.627 1.543 2.68 -2.70 0.49 -0.413
C 1.709 -1.348 2.043 -1.08 3.12 -0.68 -0.398
C 2.489 -0.472 1.023 -0.18 -1.57 -0.64 -0.413
C 1.574 0.405 0.218 -1.03 0.64 -0.83 -0.207
C 0.907 1.560 1.072 -0.30 1.04 -2.55 -0.425
C -0.604 1.430 0.731 -0.91 -0.53 -2.82 -0.064
C -1.881 2.133 0.811 0.53 0.86 0.77 -0.237
C -2.920 1.589 0.095 -0.57 0.39 -0.31 -0.434
C -0.782 0.444 -0.239 -0.05 1.56 0.57 -0.213
H 2.056 -0.579 -3.569 -0.09 -1.62 2.32 0.212
H 1.827 -2.357 -2.680 -0.21 3.43 0.44 0.196
H 2.814 -0.900 -1.749 -2.41 -0.55 -2.23 0.166
H 0.556 0.333 -2.525 -0.58 2.83 -1.21 0.361
H 0.824 -2.556 -0.335 -0.93 0.96 0.03 0.208
H -0.926 -2.048 -0.363 -0.33 -0.37 -0.07 0.219
H -0.066 -2.562 2.128 -0.13 0.60 -1.09 0.214
H -0.479 -0.919 1.947 -0.91 1.40 0.35 0.209
H 1.825 -0.649 2.953 -0.98 -1.78 -0.70 0.201
H 2.336 -2.198 2.122 -0.02 -1.23 0.69 0.206
H 3.022 -1.128 0.327 -0.11 -0.11 -0.10 0.196
H 3.300 -0.016 1.579 0.01 0.84 -0.12 0.211
H 2.108 0.876 -0.624 0.17 0.03 0.51 0.208
H 1.050 1.475 2.140 0.48 0.21 0.17 0.220
H 1.418 2.496 0.552 -1.41 -1.27 1.91 0.225
H -1.955 3.109 1.306 -0.25 -0.56 0.11 0.221
H -3.994 1.954 -0.054 1.93 -0.51 0.45 0.249
N 0.625 -0.495 -2.060 -0.15 -2.26 1.62 -0.647
S -2.359 0.239 -0.840 -0.30 0.51 0.28 0.457
```
Forces are in eV/Å.

LUMO level = 0.86 eV
SMILES = CN[C@@]12CCCC[C@@H]1Cc1ccsc12
energy relative to the best compared isomer or geometry (same formula, charge and spin) = 328.6 kJ/mol
max |F| = 0.0746 Eh/bohr
frontier orbital gap = 9.26 eV

Entry from OMol25: a molecular structure, C32H34KN6O4PS3 (wB97M-V/def2-TZVPD).

Geometry as XYZ:
```
81
Properties=species:S:1:pos:R:3:forces:R:3:lowdin_charge:R:1
K 0.054 1.542 0.947 -0.07 0.00 0.12 0.592
C 3.631 1.681 4.543 -0.01 -0.01 0.00 -0.051
C 2.346 1.844 3.775 0.01 -0.01 -0.01 -0.336
N 2.150 1.273 2.582 0.01 0.01 0.01 -0.061
N 3.053 0.261 2.272 -0.05 -0.01 0.04 -0.054
C 3.465 0.054 1.026 0.06 -0.19 -0.07 -0.926
N 3.969 -1.226 0.805 -0.05 0.09 0.02 0.064
S 3.443 1.211 -0.185 0.01 0.00 -0.04 0.540
C 1.275 2.607 4.307 -0.01 -0.02 0.00 -0.278
C 1.333 3.229 5.589 0.00 0.00 0.00 -0.064
C 0.232 3.867 6.094 0.00 0.00 0.00 -0.130
C -0.956 3.905 5.344 -0.01 0.00 0.00 -0.120
C -0.935 3.290 4.098 0.01 0.00 0.00 -0.187
N 0.112 2.678 3.569 0.03 0.02 0.00 0.037
H 4.438 1.407 3.864 0.00 0.00 0.00 0.070
H 3.568 0.904 5.315 0.00 0.00 0.01 0.064
H 3.913 2.609 5.041 0.00 0.00 0.00 0.063
H 3.069 -0.533 2.908 0.02 0.00 0.01 0.119
H 3.421 -1.965 1.230 0.00 0.05 -0.01 0.068
H 4.128 -1.391 -0.177 -0.01 0.05 0.02 0.059
H 2.241 3.181 6.177 0.00 0.00 0.00 0.082
H 0.279 4.331 7.074 0.00 0.00 0.00 0.086
H -1.855 4.378 5.713 0.00 0.00 0.00 0.074
H -1.835 3.275 3.488 0.00 0.00 0.00 0.095
N -1.186 -1.917 0.514 0.01 -0.01 0.00 -0.148
P -0.330 -3.176 1.266 0.01 0.01 -0.01 1.029
C -1.772 -3.932 2.132 -0.01 0.00 -0.02 -0.355
C -2.908 -4.238 1.380 -0.01 0.00 0.01 -0.120
C -3.988 -4.892 1.953 0.01 0.00 0.01 -0.107
C -3.949 -5.264 3.291 0.00 0.00 0.00 -0.114
C -2.824 -4.970 4.046 0.00 -0.01 0.00 -0.101
C -1.745 -4.309 3.473 0.00 0.00 0.02 -0.092
C 0.498 -2.415 2.719 0.00 0.00 0.00 -0.387
C 0.003 -1.286 3.373 0.00 -0.01 0.00 -0.067
C 0.629 -0.815 4.519 0.00 0.00 0.00 -0.067
C 1.747 -1.467 5.024 0.00 0.01 0.00 -0.104
C 2.259 -2.582 4.369 0.00 0.00 0.00 -0.113
C 1.637 -3.047 3.216 0.00 0.00 0.00 -0.155
C -0.683 -1.234 -0.584 0.01 0.00 0.01 -0.443
C -1.532 -0.377 -1.304 -0.01 0.01 0.00 -0.050
C -1.017 0.286 -2.396 0.02 0.00 -0.01 -0.070
C 0.318 0.090 -2.749 -0.01 0.01 0.00 -0.077
C 1.072 -0.758 -1.966 0.04 -0.04 0.00 -0.183
N 0.599 -1.404 -0.894 0.00 -0.03 -0.01 0.095
H -1.911 -1.388 1.020 0.00 0.00 0.00 0.033
H -2.950 -3.940 0.339 0.00 0.00 0.00 0.099
H -4.867 -5.101 1.355 0.00 0.00 0.00 0.099
H -4.795 -5.766 3.743 0.00 0.00 0.00 0.093
H -2.789 -5.239 5.095 0.00 0.00 0.00 0.096
H -0.884 -4.068 4.084 0.00 0.00 0.00 0.096
H -0.873 -0.765 2.992 0.00 0.00 0.00 0.062
H 0.249 0.076 5.003 0.00 0.00 0.00 0.110
H 2.229 -1.097 5.921 0.00 0.00 0.00 0.096
H 3.139 -3.084 4.753 0.00 0.00 0.00 0.096
H 2.029 -3.919 2.701 0.00 0.00 0.00 0.090
H -2.554 -0.247 -0.976 0.00 0.00 0.00 0.100
H -1.644 0.947 -2.982 0.00 0.00 0.00 0.111
H 0.754 0.594 -3.600 0.01 0.00 0.00 0.103
H 2.123 -0.910 -2.179 0.00 0.00 -0.01 0.084
O -1.331 1.689 -6.651 0.00 0.00 0.00 -0.025
C -1.163 2.857 -6.635 -0.01 0.01 -0.04 -0.678
C -4.725 -1.480 3.702 0.01 0.00 0.01 -0.059
C -4.929 -0.508 2.532 0.02 -0.03 0.01 -0.651
C -5.832 0.646 2.987 0.00 0.00 -0.01 -0.075
C -5.607 -1.253 1.374 0.00 0.00 0.00 -0.065
C -3.622 0.021 2.095 0.01 -0.02 0.03 -0.235
C -2.528 0.484 1.775 -0.04 0.09 -0.10 -0.122
H -5.684 -1.892 4.036 0.00 0.00 0.00 0.077
H -4.253 -0.966 4.541 0.00 0.00 0.00 0.083
H -4.077 -2.307 3.406 0.00 0.00 -0.01 0.058
H -6.805 0.267 3.319 0.00 0.00 0.00 0.072
H -5.991 1.350 2.169 0.00 0.00 0.00 0.078
H -5.366 1.188 3.811 0.00 0.00 0.00 0.079
H -6.575 -1.658 1.688 0.00 0.00 0.00 0.075
H -4.979 -2.079 1.036 0.00 0.00 0.00 0.062
H -5.767 -0.580 0.530 0.00 0.00 0.00 0.080
O -1.798 4.707 -10.427 0.00 0.00 0.00 -0.421
S -1.827 3.426 -9.749 -0.01 0.00 0.00 0.199
O -3.136 2.851 -9.548 0.00 0.00 0.00 -0.388
O -0.781 2.500 -10.112 0.00 0.00 0.01 -0.387
S -1.239 4.167 -7.726 0.01 0.00 0.00 0.701
```
Forces are in eV/Å.

LUMO level (spin up / spin down) = 3.61 / 3.62 eV
energy relative to the best compared isomer or geometry (same formula, charge and spin) = 87.5 kJ/mol
max |F| = 0.0041 Eh/bohr
frontier orbital gap (spin up / spin down) = 6.39 / 4.66 eV
total charge = -2

Entry from OMol25: a molecular structure, C33H48AgF2N7O4P (wB97M-V/def2-TZVPD).

Geometry as XYZ:
```
96
Properties=species:S:1:pos:R:3:forces:R:3:lowdin_charge:R:1
Ag 2.411 0.804 -0.959 0.01 0.07 -0.08 0.746
O 1.046 2.373 2.151 -0.01 0.01 -0.02 -0.007
C 0.410 1.393 2.944 0.01 -0.04 -0.04 -0.336
C 0.825 -0.033 2.423 -0.04 -0.03 -0.04 -0.635
O 0.406 -1.016 3.054 0.00 -0.05 0.01 0.001
O 1.541 -0.028 1.391 0.04 0.01 0.02 -0.078
C -1.105 1.538 2.834 0.00 0.01 0.01 -0.145
C -1.968 0.647 3.476 -0.01 -0.02 -0.01 -0.040
C -3.342 0.801 3.375 -0.01 0.01 -0.02 -0.097
C -3.884 1.844 2.630 0.00 -0.01 0.02 -0.123
C -3.033 2.730 1.989 0.01 0.01 -0.01 -0.090
C -1.654 2.579 2.096 0.00 0.00 0.00 -0.025
C 0.915 1.555 4.376 0.02 -0.01 0.04 -0.117
C 0.151 2.092 5.402 -0.01 -0.01 -0.01 -0.021
C 0.695 2.277 6.669 0.01 0.00 0.01 -0.095
C 2.010 1.927 6.923 -0.01 0.00 0.01 -0.113
C 2.785 1.397 5.897 0.00 -0.01 -0.02 -0.085
C 2.241 1.215 4.638 -0.01 0.02 0.01 -0.009
H 1.599 1.856 1.531 -0.04 0.00 0.00 0.065
H -1.545 -0.174 4.039 0.02 0.01 0.00 0.116
H -3.997 0.099 3.879 0.00 0.00 0.00 0.096
H -4.958 1.961 2.553 -0.01 0.00 0.00 0.092
H -3.435 3.549 1.404 0.00 0.00 0.00 0.098
H -0.985 3.277 1.613 0.01 0.01 -0.02 0.106
H -0.877 2.373 5.216 0.00 0.00 0.01 0.110
H 0.083 2.699 7.458 0.00 0.00 0.00 0.093
H 2.434 2.069 7.910 0.00 0.00 0.00 0.090
H 3.818 1.126 6.079 0.00 0.00 0.01 0.096
H 2.849 0.814 3.836 0.00 0.00 0.00 0.128
O 1.422 -1.051 -1.701 -0.05 -0.04 0.01 -0.368
P 0.611 -2.211 -1.237 0.05 -0.03 -0.04 0.540
N -0.941 -1.826 -0.862 0.01 0.02 0.06 -0.165
C -2.089 -2.745 -0.922 0.00 0.00 -0.02 -0.188
C -3.159 -2.058 -0.064 0.00 0.00 0.00 -0.157
C -2.761 -0.583 -0.099 0.00 0.01 0.01 -0.155
C -1.250 -0.685 0.018 0.01 -0.01 -0.03 -0.184
N 0.376 -3.340 -2.446 0.01 -0.01 0.00 -0.187
C 1.425 -4.336 -2.685 -0.01 -0.01 -0.01 -0.212
C 0.976 -4.980 -3.988 0.01 0.00 0.00 -0.182
C 0.484 -3.777 -4.795 -0.02 -0.01 -0.01 -0.169
C -0.131 -2.843 -3.740 0.00 0.00 -0.01 -0.190
N 1.342 -3.021 -0.017 -0.01 0.04 0.01 -0.178
C 0.594 -3.737 1.027 -0.01 0.02 0.00 -0.189
C 1.681 -4.212 1.990 0.00 -0.04 0.00 -0.166
C 2.767 -3.149 1.850 -0.03 0.02 0.00 -0.166
C 2.749 -2.818 0.363 0.00 0.02 -0.03 -0.190
H -1.842 -3.741 -0.549 0.00 0.00 0.01 0.097
H -2.430 -2.856 -1.955 0.01 -0.01 0.01 0.095
H -3.099 -2.418 0.966 0.00 -0.01 0.00 0.112
H -4.166 -2.254 -0.433 0.00 0.00 0.00 0.105
H -3.197 0.005 0.708 0.00 0.00 0.00 0.092
H -3.047 -0.135 -1.056 0.00 0.00 0.01 0.102
H -0.979 -0.907 1.052 0.03 0.02 0.06 0.098
H -0.692 0.195 -0.299 0.00 0.00 0.02 0.089
H 1.487 -5.032 -1.849 -0.01 -0.01 0.00 0.110
H 2.413 -3.872 -2.814 0.00 0.00 0.00 0.120
H 0.153 -5.670 -3.790 0.00 0.00 0.01 0.110
H 1.776 -5.530 -4.484 0.00 0.00 0.00 0.105
H -0.231 -4.049 -5.571 0.00 0.01 -0.01 0.102
H 1.329 -3.287 -5.281 0.01 0.00 0.02 0.108
H -1.223 -2.880 -3.753 0.00 -0.02 0.00 0.097
H 0.170 -1.806 -3.906 -0.01 0.00 0.00 0.095
H 0.028 -4.574 0.604 0.00 0.00 0.00 0.102
H -0.091 -3.057 1.539 0.01 0.00 0.00 0.100
H 2.058 -5.191 1.677 0.00 0.00 0.00 0.103
H 1.302 -4.296 3.008 0.00 0.00 0.00 0.110
H 3.747 -3.490 2.187 0.00 0.00 -0.01 0.107
H 2.474 -2.264 2.410 -0.01 0.05 0.02 0.091
H 3.398 -3.500 -0.204 0.01 0.01 -0.01 0.106
H 3.052 -1.792 0.164 -0.01 -0.01 0.01 0.081
C -0.873 1.257 -3.005 0.00 0.00 0.00 -0.178
N -1.839 2.145 -3.671 0.00 0.00 -0.01 -0.084
C -1.090 3.002 -4.595 -0.01 0.00 0.00 -0.192
N -0.052 3.787 -3.927 -0.01 0.00 -0.01 -0.088
C 0.861 2.855 -3.247 0.02 0.01 0.00 -0.182
N 0.154 2.004 -2.288 0.02 -0.01 0.02 -0.109
C -0.490 2.868 -1.296 0.01 -0.01 0.01 -0.174
N -1.438 3.802 -1.923 0.00 0.01 0.00 -0.080
C -2.434 3.009 -2.644 -0.01 0.00 0.00 -0.181
C -0.699 4.607 -2.897 0.00 0.00 0.00 -0.178
H -0.390 0.629 -3.757 0.00 -0.01 0.00 0.117
H -1.405 0.608 -2.309 0.01 0.01 -0.02 0.097
H -1.789 3.685 -5.087 0.00 0.00 0.00 0.117
H -0.622 2.372 -5.356 0.00 0.00 0.00 0.119
H 1.626 3.420 -2.715 -0.02 -0.01 -0.02 0.102
H 1.343 2.219 -3.993 0.00 0.00 -0.01 0.124
H 0.282 3.425 -0.761 0.00 0.00 0.00 0.123
H -1.035 2.252 -0.580 0.00 0.01 0.01 0.101
H -3.147 3.685 -3.125 0.00 0.00 0.00 0.118
H -2.971 2.385 -1.925 0.00 0.00 0.00 0.118
H 0.068 5.179 -2.371 0.00 0.00 0.00 0.127
H -1.391 5.301 -3.382 0.00 0.00 0.00 0.118
F 4.392 2.626 0.344 0.01 0.01 0.03 -0.133
C 3.665 2.517 -0.847 0.03 -0.05 0.00 -0.435
F 2.932 3.733 -0.902 -0.02 0.04 0.02 -0.160
H 4.423 2.658 -1.627 0.01 -0.01 0.01 0.038
```
Forces are in eV/Å.

LUMO level = 2.48 eV
energy relative to the best compared isomer or geometry (same formula, charge and spin) = 0.0 kJ/mol
max |F| = 0.0021 Eh/bohr
frontier orbital gap = 6.99 eV
total charge = -1

Entry from OMol25: 2 unconnected molecules or ions with the total composition C4H13N2O (wB97M-V/def2-TZVPD).

Geometry as XYZ:
```
20
Properties=species:S:1:pos:R:3:forces:R:3:nbo_charge:R:1
N -0.067 2.852 -2.007 -0.57 0.54 -0.07 -1.100
C 0.706 -0.515 -0.177 0.58 0.67 0.38 0.415
C -0.642 -0.083 -0.036 -0.37 0.25 -0.54 -0.597
C -1.618 -1.186 0.544 0.17 -0.16 0.34 0.003
O -2.882 -0.644 0.377 -0.30 -0.17 -0.03 -0.685
C 1.615 -0.676 0.958 0.37 -0.07 0.15 -0.382
N 2.991 -0.266 0.733 -0.19 0.69 -0.65 -0.757
H 0.406 3.625 -1.572 0.16 -0.36 0.19 0.386
H -0.120 2.931 -3.003 0.10 -0.22 -0.14 0.386
H -0.010 1.933 -1.625 0.36 0.10 0.00 0.337
H 1.152 -0.568 -1.170 -0.08 -0.37 -0.07 0.226
H -0.688 0.755 0.675 -0.03 -0.13 0.04 0.310
H -1.057 0.225 -0.991 -0.20 -0.02 -0.04 0.272
H -1.475 -2.120 0.001 -0.02 -0.05 -0.05 0.188
H -1.375 -1.340 1.601 0.06 -0.02 -0.09 0.189
H -3.536 -1.351 0.273 0.14 0.22 0.00 0.504
H 1.603 -1.733 1.271 -0.19 -0.11 0.00 0.291
H 1.218 -0.101 1.799 -0.02 -0.24 0.13 0.259
H 3.035 0.738 0.552 0.03 -0.25 0.23 0.376
H 3.437 -0.702 -0.069 -0.01 -0.30 0.21 0.380
```
Forces are in eV/Å.

LUMO level = -7.06 eV
energy relative to the best compared isomer or geometry (same formula, charge and spin) = 458.2 kJ/mol
max |F| = 0.0188 Eh/bohr
frontier orbital gap = 5.78 eV
total charge = +1